{
  "formula": "C6H15PS2",
  "method": "ωB97M-V/def2-TZVPD",
  "e_lumo_ev": [-1.183, -1.195],
  "gap_ev": [6.9, 6.9],
  "relative_energy_kcal_mol": 83.9,
  "multiplicity": 1,
  "symbols": ["H", "H", "H", "C", "H", "H", "H", "C", "S", "S", "C", "H", "H", "C", "H", "H", "H", "H", "H", "P", "C", "C", "H", "H"],
  "xyz": [[-0.29, 0.55, -0.99], [0.99, 2.45, -1.03], [-3.16, 0.46, 1.75], [-0.12, 0.96, 0.04], [-2.73, -0.03, -0.03], [1.05, 2.75, 0.65], [-0.40, 3.06, -0.23], [1.36, -1.23, -1.25], [3.90, 1.05, -0.17], [0.78, -1.33, 1.90], [-1.24, 1.02, 1.10], [1.52, -0.45, -2.07], [0.18, -2.89, -2.11], [0.12, -2.21, -1.33], [1.64, -2.26, 1.32], [-0.28, -2.68, -0.38], [-1.54, 2.00, 1.26], [-0.72, 0.94, 2.11], [-2.16, -1.08, 1.28], [1.41, -0.12, 0.29], [-2.40, 0.10, 1.02], [0.43, 2.41, -0.16], [-0.65, -1.62, -1.67], [2.31, -1.84, -1.29]],
  "nbo_charge": [0.229, 0.223, 0.225, -0.512, 0.214, 0.223, 0.205, -0.736, -0.490, -0.261, -0.423, 0.260, 0.222, -0.630, 0.169, 0.225, 0.222, 0.206, 0.204, 0.975, -0.608, -0.599, 0.204, 0.253]
}

***

{
  "formula": "C5H32N2O11",
  "method": "ωB97M-V/def2-TZVPD",
  "e_lumo_ev": 0.075,
  "gap_ev": 9.5,
  "smiles": "CNCCN(C)C=O.O.O.O.O.O.O.O.O.O.O",
  "relative_energy_kcal_mol": 18.9,
  "multiplicity": 1,
  "symbols": ["H", "H", "H", "H", "O", "O", "H", "H", "O", "C", "H", "H", "H", "H", "O", "C", "O", "O", "C", "O", "H", "H", "C", "O", "C", "H", "H", "H", "H", "O", "H", "H", "H", "H", "H", "H", "H", "N", "H", "H", "H", "H", "H", "H", "H", "N", "H", "O", "H", "O"],
  "xyz": [[-1.80, -3.07, -0.38], [1.60, 2.73, -0.39], [-1.63, 1.16, -0.71], [-0.39, 2.16, 2.91], [0.15, 0.85, 3.50], [2.57, -2.45, -1.12], [1.03, 0.55, 3.16], [1.02, 3.55, -1.86], [-1.28, -1.29, 2.54], [0.25, 1.38, -2.87], [-0.05, 3.36, -0.45], [0.64, 2.20, -3.47], [-0.47, 0.10, 3.33], [0.55, -1.26, -3.30], [-0.14, 0.33, -3.39], [-1.72, -2.67, -1.38], [3.30, 0.65, 0.11], [-3.12, 2.32, 1.43], [-0.52, -0.69, -0.67], [1.30, -2.57, 1.33], [-3.23, 0.60, 1.10], [-0.56, -1.06, 0.36], [0.74, 2.88, -1.05], [-3.10, -0.32, 0.82], [-0.58, 0.85, -0.57], [2.03, -2.33, -1.94], [-0.25, 1.18, 0.41], [2.79, 0.10, 1.73], [-3.52, 3.07, 0.96], [2.37, -0.31, 2.52], [-2.27, 2.58, 1.87], [-2.59, -3.03, -1.91], [1.67, -1.85, -4.19], [2.56, 1.16, -0.24], [1.96, -1.15, 2.19], [3.24, -3.10, -1.37], [0.43, -1.01, -1.05], [-1.70, -1.20, -1.36], [-0.83, -3.09, -1.86], [-1.00, 3.53, 3.42], [-2.70, -0.27, -0.07], [3.31, -0.20, -0.38], [1.68, -2.56, 0.43], [-2.02, -0.97, 1.96], [-1.71, -0.88, -2.32], [0.27, 1.58, -1.53], [1.60, -3.38, 1.76], [-0.79, 3.06, 2.61], [-0.67, -1.78, 1.98], [1.17, -2.01, -3.38]],
  "nbo_charge": [0.202, 0.187, 0.216, 0.510, -1.013, -1.011, 0.512, 0.212, -1.000, 0.554, 0.225, 0.130, 0.514, 0.516, -0.693, -0.420, -0.948, -1.011, -0.245, -0.996, 0.506, 0.218, -0.405, -1.005, -0.234, 0.517, 0.232, 0.497, 0.479, -1.008, 0.516, 0.206, 0.487, 0.474, 0.498, 0.484, 0.171, -0.650, 0.178, 0.475, 0.488, 0.499, 0.517, 0.509, 0.380, -0.428, 0.486, -1.022, 0.480, -0.985]
}

***

{
  "formula": "C25H71NO11",
  "method": "ωB97M-V/def2-TZVPD",
  "e_lumo_ev": 0.192,
  "gap_ev": 8.9,
  "smiles": "COCCNCCOC.CC(C)O.CC(C)O.CC(C)O.CC(C)O.CC(C)O.CO.CO.CO.CO",
  "relative_energy_kcal_mol": 5.8,
  "multiplicity": 1,
  "symbols": ["H", "H", "O", "C", "O", "C", "C", "C", "H", "H", "H", "H", "H", "H", "H", "H", "H", "H", "C", "H", "H", "H", "H", "H", "C", "O", "H", "O", "H", "H", "H", "C", "C", "H", "O", "H", "C", "H", "H", "H", "H", "O", "H", "H", "H", "H", "O", "H", "C", "H", "C", "H", "N", "H", "C", "C", "H", "C", "H", "H", "C", "H", "H", "H", "H", "C", "H", "H", "H", "H", "O", "H", "H", "H", "H", "O", "H", "C", "H", "H", "C", "H", "C", "H", "H", "O", "C", "H", "H", "H", "C", "C", "H", "H", "H", "H", "C", "H", "H", "H", "H", "C", "H", "O", "H", "H", "H", "C"],
  "xyz": [[-1.44, 3.54, -1.37], [0.52, -0.31, -4.87], [-1.34, 2.61, -3.81], [-0.03, -0.72, -0.50], [1.53, 5.43, -0.45], [-1.43, -4.25, 1.95], [-2.24, 2.83, -1.61], [-3.61, 1.76, -3.44], [3.96, -4.88, 2.97], [1.29, -2.28, 5.66], [5.60, -3.28, 1.74], [-2.08, -4.63, 2.74], [0.13, 1.16, 0.56], [4.28, -2.07, 1.78], [3.09, 6.23, 0.59], [2.42, -1.56, 6.80], [1.37, -6.60, -0.36], [-4.18, 7.76, -1.09], [-0.66, 8.79, 0.39], [0.01, 1.06, -1.81], [3.62, -5.81, -1.22], [1.43, 3.57, -1.26], [1.70, 3.55, 0.46], [2.98, -6.79, 2.24], [4.53, -3.13, 1.84], [-1.44, -1.07, -0.34], [-4.27, 0.86, 0.47], [2.53, -0.80, 4.86], [-2.89, -1.05, 0.73], [-1.33, -3.17, 1.92], [-2.42, -3.23, -3.45], [-2.11, 8.61, 0.00], [1.96, 4.10, -0.47], [-2.62, 7.98, 0.74], [-0.85, -4.49, -0.40], [-0.46, -0.33, -2.66], [2.04, -6.86, 1.69], [-4.35, 1.60, -2.65], [-0.14, -0.21, 1.59], [1.82, 8.08, -0.23], [-3.13, 3.10, -1.04], [-2.12, 7.95, -1.26], [-0.15, 9.27, -0.46], [1.77, -7.92, 1.56], [4.33, -3.77, 5.22], [-0.53, 9.44, 1.26], [-3.52, -0.85, 1.44], [1.00, -0.63, 6.23], [-3.39, 7.90, -1.84], [-2.82, -4.40, 0.21], [3.49, -6.37, -0.30], [3.05, 4.00, -0.53], [-0.06, 7.47, 0.61], [-0.36, 6.90, -0.17], [0.38, 0.11, 0.68], [0.18, -0.02, -1.82], [-3.12, 0.80, -3.63], [-2.04, -6.33, 0.60], [1.23, -6.47, 2.31], [1.40, 1.06, -7.18], [1.20, 0.41, -5.33], [0.95, 1.35, -4.84], [1.77, 5.62, 1.60], [4.06, -3.64, 0.99], [-3.60, -1.31, -3.25], [1.40, 7.52, 0.63], [-3.01, 3.80, -3.31], [5.76, -3.96, 4.25], [-2.71, -6.69, 1.39], [-1.89, 1.87, -1.21], [1.90, -4.78, 0.39], [-2.93, 1.13, 1.63], [2.74, -1.51, 4.24], [-1.28, -3.93, -1.06], [3.79, -7.41, -0.41], [-2.42, -2.89, -2.55], [-3.62, 8.80, -2.41], [1.99, 6.14, 0.66], [2.23, 0.11, -5.16], [-1.56, 2.18, -4.64], [4.82, -3.41, 4.30], [-1.71, -1.60, -1.10], [-3.64, -2.09, -2.48], [4.24, -5.96, 0.40], [2.20, -3.38, 2.50], [0.80, 0.48, -6.70], [1.78, -1.33, 5.94], [1.71, 8.02, 1.55], [1.23, -0.19, -2.07], [-0.45, -4.71, 2.13], [-2.57, 2.82, -3.06], [-1.90, -4.81, 0.62], [0.94, -4.63, 0.26], [-2.65, 9.56, -0.09], [-4.11, 2.06, -4.36], [4.88, -2.34, 4.43], [3.98, -3.80, 3.12], [-3.63, -1.57, -1.53], [-4.53, -2.70, -2.64], [-1.09, -6.85, 0.75], [1.45, 0.02, 0.87], [-3.81, 0.52, 1.41], [0.48, -1.68, -0.58], [2.64, -3.31, 3.36], [-3.44, 6.99, -2.45], [-4.54, 0.72, 2.20], [-2.50, -6.70, -0.32], [2.13, -6.20, 0.32]],
  "lowdin_charge": [0.082, 0.064, -0.060, -0.429, -0.183, -0.030, -0.059, -0.046, 0.116, 0.073, 0.081, 0.089, 0.073, 0.083, 0.127, 0.072, 0.133, 0.089, -0.214, 0.056, 0.083, 0.081, 0.087, 0.066, -0.044, -0.096, 0.066, -0.142, 0.018, 0.076, 0.092, -0.225, -0.122, 0.127, -0.098, 0.071, -0.050, 0.079, 0.088, 0.122, 0.085, -0.199, 0.120, 0.082, 0.087, 0.119, -0.142, 0.071, -0.130, 0.135, -0.063, 0.092, -0.054, 0.098, -0.029, -0.051, 0.058, -0.057, 0.069, 0.072, -0.161, 0.069, 0.128, 0.052, 0.067, -0.223, 0.130, 0.083, 0.085, 0.061, -0.085, 0.076, 0.023, 0.048, 0.084, -0.137, 0.089, -0.256, 0.080, 0.078, -0.060, 0.030, -0.083, 0.072, 0.079, -0.127, -0.167, 0.123, 0.093, 0.066, -0.473, -0.415, 0.043, 0.123, 0.080, 0.082, -0.465, 0.070, 0.088, 0.071, 0.083, -0.181, 0.135, -0.074, 0.083, 0.076, 0.078, -0.478]
}

***

{
  "formula": "C21H27CrN2O2PS2Se2",
  "method": "ωB97M-V/def2-TZVPD",
  "e_lumo_ev": [-2.984, -2.589],
  "gap_ev": [7.7, 8.1],
  "multiplicity": 2,
  "total_charge": 1,
  "symbols": ["C", "Se", "N", "H", "H", "H", "C", "S", "C", "H", "Se", "C", "H", "H", "O", "H", "C", "H", "C", "H", "P", "H", "H", "C", "C", "H", "C", "C", "C", "S", "H", "H", "H", "H", "H", "C", "H", "C", "Cr", "N", "C", "H", "C", "C", "H", "H", "C", "H", "C", "H", "H", "C", "C", "H", "C", "O", "H", "H"],
  "xyz": [[-2.32, -3.65, -1.23], [-2.72, 0.08, 0.05], [1.68, 2.73, -0.48], [0.83, -4.54, 0.84], [-0.91, -6.25, 0.42], [-5.51, -0.31, -4.48], [-3.90, -1.34, -5.46], [0.06, 3.86, 4.35], [1.29, 3.18, 5.51], [4.38, 2.39, -2.38], [0.28, 0.00, -1.71], [1.39, 1.67, 5.25], [3.34, 1.07, -1.84], [4.69, 3.19, -0.12], [3.00, 1.36, 2.58], [0.09, -1.33, 2.92], [-3.83, -0.58, -3.18], [0.96, 3.39, 6.53], [-2.61, -1.85, -5.34], [1.70, 2.74, -2.60], [-1.63, -0.98, -1.51], [-3.20, -3.41, -1.81], [0.96, 1.09, 6.06], [-1.35, -2.68, -0.99], [2.41, 1.41, 1.53], [-1.49, -1.73, 2.24], [4.05, 2.32, -0.20], [-0.86, -0.91, 2.56], [-4.51, -0.71, -4.38], [-0.91, 2.28, 2.00], [4.59, 1.47, 0.20], [-2.91, -5.69, -0.92], [2.63, 4.05, -1.83], [0.57, -2.28, -0.10], [1.18, 1.83, -0.55], [-0.06, -4.29, 0.27], [2.79, 3.47, 1.18], [-0.02, 2.38, 3.45], [-0.40, 0.19, 0.96], [0.65, 1.41, 4.01], [-1.93, -1.73, -4.14], [-0.92, -2.12, -4.05], [-0.22, -3.01, -0.24], [-2.16, -4.93, -0.72], [2.42, 1.36, 5.10], [2.24, 3.68, 5.34], [3.61, 2.11, -1.66], [-4.30, -0.09, -2.33], [-2.54, -1.09, -3.06], [-1.37, -0.34, 3.34], [0.77, 0.54, 3.51], [2.37, 2.99, -1.79], [2.74, 2.56, 0.59], [0.98, 3.42, -0.22], [-1.03, -5.25, 0.03], [1.49, 0.60, 1.10], [-2.14, -2.34, -6.18], [-4.43, -1.43, -6.40]],
  "mulliken_spin": [0.001, -0.042, 0.005, 0.000, 0.000, 0.000, 0.000, 0.002, 0.000, 0.000, -0.006, -0.001, 0.000, 0.000, -0.002, 0.001, -0.002, 0.000, 0.000, 0.000, 0.021, 0.000, 0.000, -0.009, -0.002, 0.002, 0.000, -0.109, -0.001, -0.023, 0.000, 0.000, 0.000, -0.009, -0.006, 0.000, -0.001, 0.012, 1.142, 0.010, -0.003, 0.000, 0.007, 0.000, 0.000, 0.000, 0.000, 0.001, 0.006, 0.021, -0.002, 0.001, 0.001, -0.001, 0.000, -0.017, 0.000, 0.000]
}